Entry 1:
{"formula": "ClH36O22", "method": "ωB97M-V/def2-TZVPD", "symbols": ["Cl", "O", "O", "O", "O", "O", "H", "H", "O", "H", "H", "O", "H", "H", "O", "H", "H", "O", "H", "H", "O", "H", "H", "O", "H", "H", "O", "H", "H", "O", "H", "H", "O", "H", "H", "O", "H", "H", "O", "H", "H", "O", "H", "H", "O", "H", "H", "O", "H", "H", "O", "H", "H", "O", "H", "H", "O", "H", "H"], "coordinates": [[0.19405, -0.22835, -0.04267], [1.50496, -0.21003, 0.63240], [0.00783, -1.50035, -0.83325], [-0.89782, -0.08397, 0.93920], [0.05636, 0.93807, -1.00205], [-1.01034, 2.76347, 1.56245], [-0.19479, 2.73966, 1.10108], [-1.00029, 3.60922, 1.97925], [-3.35458, 1.31406, 1.41441], [-2.51972, 1.76371, 1.45634], [-3.98645, 2.03938, 1.41776], [1.69070, -2.65367, -2.43929], [0.92284, -3.03846, -2.85237], [1.33969, -2.19460, -1.65137], [1.72508, 3.01928, 0.74082], [2.53695, 2.99589, 1.21587], [2.10096, 2.82228, -0.15258], [-2.39744, -2.43637, 0.93382], [-1.45818, -2.72103, 0.98464], [-2.35694, -1.45424, 0.95763], [4.07425, -2.51025, 0.18694], [4.18334, -2.33701, -0.74757], [4.06287, -1.71491, 0.71034], [2.30849, 2.25832, -1.78451], [1.49175, 1.92916, -1.43868], [2.25367, 3.25207, -1.96758], [-1.74662, -1.51222, -3.20529], [-1.35506, -1.72211, -4.06222], [-1.13243, -1.09659, -2.62980], [-3.35886, 0.27335, -1.65490], [-3.43234, 1.13110, -1.26512], [-2.42795, 0.24195, -1.87987], [0.04889, -3.47396, 1.24930], [0.18218, -4.45032, 1.35872], [0.54090, -3.41751, 0.38120], [-2.69254, -3.40832, -1.60659], [-2.64049, -2.76720, -0.88888], [-2.66975, -2.90661, -2.46573], [0.87593, -0.22385, -3.43421], [0.49691, -0.62020, -4.22892], [1.48645, -0.84094, -3.03188], [1.49483, -1.52916, 3.02054], [1.37155, -0.94535, 2.24626], [0.67700, -1.68684, 3.48810], [0.71354, 2.16625, 3.57006], [0.10251, 1.91734, 2.89870], [0.38041, 2.95628, 4.01055], [-1.27175, 1.86754, -2.97578], [-0.54358, 1.41955, -2.53853], [-1.29001, 1.43591, -3.82862], [3.98948, -0.44465, 2.30904], [4.22851, -0.07967, 3.14501], [3.35948, 0.16797, 1.96468], [-0.66310, 3.77587, -1.13767], [-1.26471, 3.51152, -0.41405], [-0.91671, 3.12361, -1.76753], [-1.00447, -0.68700, 3.96392], [-1.18182, 0.06120, 3.40428], [-1.63361, -0.59827, 4.68421]], "mulliken_charge": [0.38, -0.13, -0.34, 0.29, -0.17, -0.73, 0.36, 0.24, -0.64, 0.35, 0.30, -0.81, 0.32, 0.41, -0.59, 0.26, 0.34, -0.84, 0.39, 0.37, -0.60, 0.29, 0.34, -0.77, 0.37, 0.35, -0.65, 0.23, 0.34, -0.67, 0.32, 0.19, -0.60, 0.27, 0.23, -0.71, 0.38, 0.36, -0.58, 0.22, 0.36, -0.58, 0.29, 0.30, -0.60, 0.28, 0.25, -0.76, 0.32, 0.38, -0.69, 0.29, 0.21, -0.69, 0.30, 0.40, -0.58, 0.21, 0.25], "charge": -1, "homo_energy_ha": -0.2525, "orbital_gap_ha": 0.334, "de_lowest_kcal_mol": 29.7}

---

Entry 2:
{"formula": "C35H43BiClP2Si2", "method": "ωB97M-V/def2-TZVPD", "symbols": ["C", "C", "C", "H", "C", "C", "H", "H", "H", "H", "Bi", "Si", "C", "C", "H", "C", "H", "C", "H", "C", "H", "C", "H", "C", "C", "H", "C", "H", "C", "H", "C", "H", "C", "H", "H", "Si", "C", "C", "H", "C", "H", "C", "H", "C", "H", "C", "H", "C", "C", "H", "C", "H", "C", "H", "C", "H", "C", "H", "H", "Cl", "C", "P", "C", "C", "C", "P", "C", "C", "H", "H", "H", "H", "H", "H", "H", "H", "H", "H", "H", "H", "H", "H", "H", "H"], "coordinates": [[-2.37113, -0.84194, 5.58223], [-3.30740, -0.30919, 4.65869], [-3.14837, -0.95325, 3.41395], [-4.07597, 0.42523, 4.89818], [-2.08570, -1.94575, 3.56300], [-1.59846, -1.83187, 4.93509], [-0.87817, -2.50014, 5.39449], [-2.29584, -0.56668, 6.63164], [-3.79429, -0.87445, 2.53185], [-1.87912, -2.77118, 2.87461], [-0.22658, -0.53044, 2.85641], [1.85768, 0.15873, -3.93911], [1.26475, 1.65226, -4.87732], [1.95496, 2.28428, -5.93031], [2.92937, 1.90476, -6.25298], [1.39522, 3.39450, -6.58271], [1.93236, 3.87658, -7.40697], [0.13624, 3.88913, -6.19938], [-0.29765, 4.76690, -6.69491], [-0.57371, 3.23467, -5.18484], [-1.57126, 3.58026, -4.89826], [-0.01780, 2.11988, -4.54393], [-0.59809, 1.60729, -3.76935], [1.40636, -1.30779, -4.99457], [0.37896, -1.26560, -5.95459], [-0.04734, -0.30951, -6.27215], [-0.11282, -2.45392, -6.53182], [-0.93451, -2.41301, -7.25540], [0.45958, -3.68758, -6.20355], [0.06389, -4.61904, -6.63161], [1.58774, -3.71495, -5.36207], [2.10205, -4.66255, -5.18285], [2.06129, -2.53732, -4.77367], [2.95168, -2.55242, -4.14072], [0.95405, 0.01678, -2.77715], [-0.09283, 0.03442, 0.16557], [-0.81695, -1.58404, -0.50317], [-2.05850, -1.56028, -1.17296], [-2.49908, -0.60582, -1.48827], [-2.75739, -2.75603, -1.40518], [-3.71737, -2.73290, -1.93593], [-2.20588, -3.97617, -0.99268], [-2.73930, -4.90849, -1.17011], [-0.99371, -4.00881, -0.28255], [-0.56735, -4.95580, 0.08326], [-0.28595, -2.81817, -0.08107], [0.66002, -2.82088, 0.46308], [-1.17902, 1.48273, -0.28967], [-2.38477, 1.62813, 0.43524], [-2.58185, 0.97424, 1.28492], [-3.30654, 2.61450, 0.09272], [-4.24954, 2.70214, 0.65386], [-3.02709, 3.44916, -1.00806], [-3.77103, 4.19155, -1.30847], [-1.78892, 3.39010, -1.66584], [-1.57554, 4.07318, -2.50104], [-0.84411, 2.43088, -1.27401], [0.14127, 2.41712, -1.74364], [3.28486, 0.26965, -3.43170], [1.95343, 0.37434, -0.09035], [3.12985, -2.28227, 2.64105], [2.24488, -1.11428, 3.69667], [2.32907, -1.69029, 5.44135], [3.17806, 0.45671, 3.95385], [2.34645, 1.75408, 3.89849], [0.53088, 1.65857, 4.22703], [-0.18589, 3.23922, 3.74980], [0.37465, 1.75960, 6.04787], [2.63736, -3.25563, 2.70818], [3.12572, -1.97500, 1.58345], [4.15576, -2.35960, 3.00977], [1.70640, -1.06909, 6.11072], [2.02774, -2.74592, 5.48182], [3.38459, -1.58098, 5.74002], [3.67897, 0.37067, 4.94088], [3.98037, 0.49271, 3.18814], [2.70243, 2.46175, 4.64689], [2.43673, 2.21785, 2.90111], [-1.08194, 3.39954, 4.36594], [0.54481, 4.03386, 3.96132], [-0.45439, 3.23741, 2.68413], [0.75932, 0.86797, 6.56752], [0.93293, 2.66365, 6.38021], [-0.70355, 1.89209, 6.25995]], "mulliken_charge": [-0.65, -0.81, -0.64, 0.46, -0.72, -0.69, 0.62, 0.58, 0.54, 0.94, 0.63, 0.09, 0.09, -0.50, 0.36, -0.52, 0.37, -0.58, 0.36, -0.72, 0.49, -0.06, 0.68, 0.52, -0.23, 0.34, -0.61, 0.38, -0.48, 0.38, -0.51, 0.38, -0.56, 0.33, 0.03, 0.33, 0.89, -0.55, 0.38, -0.71, 0.43, -0.53, 0.41, -0.65, 0.42, -0.37, 0.43, 0.91, -0.17, 0.22, -0.71, 0.43, -0.63, 0.35, -0.47, 0.53, -0.94, 0.70, -0.17, -0.37, -1.19, 0.70, -1.30, -1.02, -0.81, 0.64, -1.18, -1.36, 0.38, 0.28, 0.43, 0.18, 0.40, 0.51, 0.44, 0.43, 0.52, 0.38, 0.43, 0.43, 0.21, 0.26, 0.44, 0.38], "charge": 1, "homo_energy_ha": -0.3165, "orbital_gap_ha": 0.195, "de_lowest_kcal_mol": 0.0}

---

Entry 3:
{"formula": "C3H8F2N2", "method": "ωB97M-V/def2-TZVPD", "symbols": ["C", "C", "C", "N", "N", "F", "F", "H", "H", "H", "H", "H", "H", "H", "H"], "coordinates": [[-1.02325, -0.14924, 1.48493], [0.47953, 0.01468, -0.70668], [-0.91324, -0.08387, -0.05454], [1.15373, 1.05449, -0.09227], [1.26195, -1.17493, -0.70498], [-1.72415, 0.99649, -0.35830], [-1.57508, -1.09358, -0.57438], [-2.07962, -0.23148, 1.67444], [-0.70082, 0.81926, 1.95004], [-0.63206, -0.99659, 2.04470], [0.14603, 0.56739, -2.31478], [0.51701, 1.79590, 0.24109], [2.02466, 1.46497, -0.43073], [2.28323, -0.99872, -0.99519], [0.78208, -1.98477, -1.16336]], "mulliken_charge": [-1.20, 0.28, 0.63, -0.57, -0.59, -0.29, -0.31, 0.38, 0.30, 0.32, 0.19, 0.18, 0.22, 0.24, 0.25], "homo_energy_ha": -0.3046, "orbital_gap_ha": 0.338, "de_lowest_kcal_mol": 55.6}

---

Entry 4:
{"formula": "C2H3N2O2", "method": "ωB97M-V/def2-TZVPD", "symbols": ["C", "C", "N", "N", "O", "O", "H", "H", "H"], "coordinates": [[2.23701, 0.06771, 0.01478], [-1.69976, -0.08668, -0.09287], [0.46352, 0.14636, 0.64499], [-0.23458, -0.03475, -0.37404], [2.55508, -1.08755, 0.11713], [2.63788, 1.16433, -0.37861], [-2.08247, 0.91051, -0.47056], [-1.79253, -0.04113, 0.92334], [-2.08416, -1.03878, -0.38417]], "mulliken_charge": [0.72, -0.94, -0.47, -0.04, -0.60, -0.65, 0.25, 0.43, 0.29], "charge": -1, "homo_energy_ha": -0.1027, "orbital_gap_ha": 0.260, "de_lowest_kcal_mol": 7.8}